(1)
An isolated ion of composition CH3O2S2 and charge -1, computed with ωB97M-V/def2-TZVPD.

Each atom is followed by the atoms it is bonded to, with distances in Å.
Cartesian coordinates (Å):
1 S 0.254 0.661 -0.579  S2 1.924, O3 1.920, O4 1.428, C5 1.866
2 S -1.412 0.886 -1.513  S1 1.924
3 O 0.819 2.278 0.288  S1 1.920
4 O 1.348 0.071 -1.283  S1 1.428
5 C -0.189 -0.686 0.635  S1 1.866, H6 1.012, H7 1.129, H8 1.148
6 H 0.682 -1.198 0.661  C5 1.012
7 H -0.852 -1.432 0.109  C5 1.129
8 H -0.651 -0.581 1.681  C5 1.148

The multiplicity is 1. The SMILES is CS(=O)(=O)[S-]. As for the total charge: -1. The value obtained for the max |F| is 6.7 eV Å⁻¹. For the HOMO-LUMO gap, the calculation gives 0.289 hartree. Its energy above the lowest of the compared OMol25 structures with the same formula, charge and spin is 315.8 kJ/mol.

natural (NBO) atomic charges, in units of e: S 1.69; S -0.61; O -0.93; O -0.97; C -0.82; H 0.21; H 0.22; H 0.22

(2)
A 2-piece molecular cluster, C4H13NS overall, computed with ωB97M-V/def2-TZVPD.

Each atom is followed by the atoms it is bonded to, with distances in Å.
Cartesian coordinates (Å):
1 S 0.579 0.085 -3.816  C3 1.840, C6 1.800
2 N 0.441 -0.348 3.382  C4 1.477, C5 1.490, H13 1.011
3 C -0.788 -0.442 -2.701  S1 1.840, H7 1.097, H9 1.093, H17 1.094
4 C 0.813 -1.691 2.893  N2 1.477, H8 1.092, H10 1.077, H18 1.103
5 C -0.724 0.243 2.663  N2 1.490, H14 1.104, H16 1.093, H19 1.091
6 C 0.460 1.856 -3.523  S1 1.800, H11 1.081, H12 1.103, H15 1.090
7 H -0.539 -0.148 -1.674  C3 1.097
8 H 0.344 -1.881 1.926  C4 1.092
9 H -0.881 -1.528 -2.794  C3 1.093
10 H 0.590 -2.423 3.650  C4 1.077
11 H 1.437 2.310 -3.614  C6 1.081
12 H -0.253 2.333 -4.216  C6 1.103
13 H 1.166 0.328 3.185  N2 1.011
14 H -0.552 0.038 1.592  C5 1.104
15 H 0.022 1.935 -2.528  C6 1.090
16 H -0.589 1.316 2.822  C5 1.093
17 H -1.782 -0.056 -2.944  C3 1.094
18 H 1.903 -1.680 2.723  C4 1.103
19 H -1.648 -0.246 2.975  C5 1.091

The multiplicity is 2. As for the total charge: +1. The value obtained for the max |F| is 1.9 eV Å⁻¹. For the HOMO-LUMO gap (spin up / spin down), the calculation gives 0.267 / 0.083 hartree. Its energy above the lowest of the compared OMol25 structures with the same formula, charge and spin is 191.2 kJ/mol.

natural (NBO) atomic charges, in units of e: S 0.89; N -0.60; C -0.80; C -0.42; C -0.41; C -0.80; H 0.28; H 0.16; H 0.28; H 0.21; H 0.28; H 0.30; H 0.34; H 0.13; H 0.27; H 0.21; H 0.29; H 0.20; H 0.20